Entry 1:
ORCA calculation (ωB97M-V with the def2-TZVPD basis set) on a molecular structure, C20H31O12S2V2 at a distorted geometry.

Charge ... +1
LUMO energy ... -0.269 hartree

Geometry as XYZ:
```
67
C20H31O12S2V2 (ωB97M-V with the def2-TZVPD basis set)
O -16.0275 -35.9651 22.1529
V -14.6914 -36.7773 22.3787
O -13.5587 -36.0726 21.4876
O -14.3431 -38.1400 26.6831
V -13.3233 -38.3134 25.4957
O -11.8401 -38.2124 26.0144
C -13.4706 -34.2090 23.9710
C -13.5698 -35.3028 24.9987
C -14.7036 -35.0849 25.9780
O -13.7783 -36.5709 24.2583
H -12.7119 -34.4400 23.2226
H -13.1799 -33.2669 24.4361
H -14.4107 -34.0667 23.4304
H -12.6576 -35.4464 25.5840
H -14.8047 -35.8674 26.7298
H -15.6547 -35.0950 25.4338
H -14.5932 -34.1369 26.4952
C -18.5783 -36.8381 26.2745
C -19.0644 -38.1193 26.9398
O -19.4936 -37.7083 28.2587
S -19.1985 -36.1548 28.5285
O -18.5241 -35.9702 29.7487
O -20.4139 -35.5054 28.1992
O -18.1180 -36.0221 27.3500
H -19.2955 -36.3283 25.6311
H -17.7024 -37.0133 25.6483
H -18.2455 -38.8052 27.1662
H -19.8697 -38.6764 26.4707
O -14.2992 -31.4664 28.1478
S -15.4491 -32.0874 28.7136
O -16.1034 -31.4826 29.8230
O -16.5034 -32.2800 27.5290
C -17.8344 -32.7261 27.9184
C -18.6462 -32.5275 26.6384
C -14.9884 -33.8064 29.0047
H -18.2945 -32.0700 28.6494
H -17.7339 -33.7796 28.1664
H -18.1014 -32.6638 25.7059
H -19.0102 -31.4999 26.6207
H -19.5245 -33.1760 26.6574
H -14.9639 -34.0260 30.0683
H -13.9761 -33.8178 28.6112
H -15.6674 -34.4489 28.4583
C -8.9192 -37.3977 26.8534
C -7.5737 -37.4041 27.2081
C -6.7601 -36.3394 26.8523
C -7.2535 -35.2578 26.1446
C -8.6161 -35.2553 25.8574
C -9.4687 -36.2853 26.2296
H -9.5303 -38.1755 27.2974
H -7.1597 -38.2416 27.7524
H -5.7227 -36.4169 27.1593
H -6.6704 -34.4072 25.8242
H -8.9921 -34.3900 25.3215
H -10.5228 -36.2066 26.0064
C -12.6483 -28.4546 21.7090
C -13.3228 -28.3097 20.5051
C -14.2334 -29.2678 20.0538
C -14.3345 -30.4629 20.7531
C -13.7005 -30.6052 21.9842
C -12.8058 -29.6400 22.4133
H -12.0338 -27.6219 22.0219
H -13.1844 -27.4296 19.8884
H -14.7264 -29.0350 19.1198
H -15.0633 -31.1554 20.3451
H -13.9588 -31.5105 22.5198
H -12.2699 -29.8399 23.3343
```

Let us look at the Mulliken charges, expressed in e, one per atom: number 1, O, carries -0.510; number 2, V, carries 1.326; number 3, O, carries -0.479; number 4, O, carries -0.540; number 5, V, carries 1.443; number 6, O, carries -0.569; number 7, C, carries -2.023; number 8, C, carries 1.726; number 9, C, carries -1.092; number 10, O, carries -0.202; number 11, H, carries 0.560; number 12, H, carries 0.562; number 13, H, carries 0.407; number 14, H, carries -0.509; number 15, H, carries 0.531; number 16, H, carries 0.047; number 17, H, carries 0.126; number 18, C, carries -0.178; number 19, C, carries -0.311; number 20, O, carries -0.353; number 21, S, carries 1.147; number 22, O, carries -0.549; number 23, O, carries -0.550; number 24, O, carries -0.068; number 25, H, carries 0.276; number 26, H, carries 0.043; number 27, H, carries 0.257; number 28, H, carries 0.305; number 29, O, carries -0.637; number 30, S, carries 1.286; number 31, O, carries -0.650; number 32, O, carries -0.286; number 33, C, carries 0.276; number 34, C, carries -1.357; number 35, C, carries -0.548; number 36, H, carries 0.345; number 37, H, carries -0.073; number 38, H, carries 0.295; number 39, H, carries 0.410; number 40, H, carries 0.350; number 41, H, carries 0.411; number 42, H, carries 0.387; number 43, H, carries -0.169; number 44, C, carries -0.277; number 45, C, carries -0.555; number 46, C, carries -0.275; number 47, C, carries -0.655; number 48, C, carries -0.287; number 49, C, carries 0.745; number 50, H, carries 0.312; number 51, H, carries 0.380; number 52, H, carries 0.338; number 53, H, carries 0.395; number 54, H, carries 0.330; number 55, H, carries -0.305; number 56, C, carries -0.511; number 57, C, carries -0.250; number 58, C, carries -0.494; number 59, C, carries -0.433; number 60, C, carries -0.035; number 61, C, carries -0.163; number 62, H, carries 0.359; number 63, H, carries 0.333; number 64, H, carries 0.339; number 65, H, carries 0.327; number 66, H, carries 0.181; number 67, H, carries 0.340


Entry 2:
ORCA calculation (ωB97M-V with the def2-TZVPD basis set) on a molecular structure, C20H32BF12O12Zr at a distorted geometry.

Charge ... -1
LUMO energy ... -0.040 hartree
Energy relative to the best compared isomer or geometry (same formula, charge and spin) ... 2289.2 kJ/mol

Geometry as XYZ:
```
78
C20H32BF12O12Zr (ωB97M-V with the def2-TZVPD basis set)
Zr -1.1662 4.3970 -2.1403
B -0.0453 1.4161 -1.7794
H -0.3409 1.8195 -0.8234
H 0.6288 2.1351 -2.2186
H 0.4651 0.4658 -1.7544
H -0.9163 1.3892 -2.4157
O -1.6478 4.9959 -5.3101
C -0.7311 5.2389 -6.4098
C 0.7135 5.7837 -6.0712
O 1.1137 5.5250 -4.6715
H -1.1626 5.9875 -7.0743
H -0.6135 4.2901 -6.9333
H 0.6778 6.8730 -6.0525
H 1.4983 5.3448 -6.6874
O -1.4610 5.2182 1.1367
C -0.6693 5.7606 2.1564
C 0.8718 5.8700 1.8427
O 1.3369 5.5185 0.5088
H -0.6610 5.0896 3.0154
H -1.0950 6.7116 2.4763
H 1.5355 5.5307 2.6380
H 1.0617 6.9361 1.7190
C -5.8455 -1.3782 0.8927
C -5.5442 -0.0671 0.2713
O -5.8706 -0.0681 -1.1211
C -5.4378 0.9337 -1.9650
O -4.6934 1.9061 -1.6149
C -5.9309 0.9247 -3.4795
F -6.7706 -0.1096 -3.8083
F -6.4121 2.0750 -3.9662
F -4.8213 0.7235 -4.1927
H -6.8958 -1.6644 0.8359
H -5.4417 -1.4981 1.8980
H -5.3132 -2.1843 0.3879
H -4.4708 0.0958 0.3677
H -6.2408 0.6818 0.6481
C -0.3511 0.3272 4.2312
C -0.2304 -0.3176 5.6518
O -0.2618 0.6545 6.6923
C -1.3556 0.7978 7.4393
O -2.3788 0.2181 7.1948
C -1.2373 1.6784 8.6422
F -0.0015 2.1831 8.8655
F -2.1786 2.6485 8.5521
F -1.5292 0.8497 9.6916
H 0.2207 1.2523 4.1587
H -1.4364 0.4161 4.1816
H -0.0688 -0.3312 3.4097
H 0.7911 -0.6853 5.7490
H -0.8388 -1.2033 5.8352
C 7.2856 0.1639 0.1621
C 5.8888 0.8061 -0.0626
O 5.5263 0.3822 -1.3445
C 5.4324 1.2428 -2.4291
O 5.1864 2.4755 -2.2229
C 5.3312 0.6254 -3.9041
F 4.5082 -0.5035 -3.9045
F 4.7194 1.4581 -4.6986
F 6.5260 0.3553 -4.3788
H 7.8955 0.4727 -0.6869
H 7.1693 -0.9101 0.0166
H 7.7785 0.4476 1.0920
H 6.2148 1.8462 -0.0525
H 5.0867 0.7722 0.6747
C -0.0135 -10.5588 0.6787
C -0.1185 -9.8464 -0.6833
O 0.4892 -8.5502 -0.5376
C 0.7217 -7.7284 -1.5631
O 0.5828 -8.1358 -2.7364
C 1.2692 -6.2432 -1.2380
F 1.9265 -6.3236 -0.0940
F 2.1503 -5.7574 -2.1842
F 0.3013 -5.3422 -1.1497
H 0.9982 -10.8160 0.9925
H -0.6741 -11.4249 0.7195
H -0.3741 -9.8915 1.4615
H -1.1344 -9.8302 -1.0780
H 0.4780 -10.3419 -1.4494
```

Let us look at the Mulliken charges, expressed in e, one per atom: number 1, Zr, carries 1.341; number 2, B, carries 0.600; number 3, H, carries -0.352; number 4, H, carries -0.315; number 5, H, carries -0.180; number 6, H, carries -0.326; number 7, O, carries -0.667; number 8, C, carries -0.324; number 9, C, carries -0.299; number 10, O, carries -0.560; number 11, H, carries 0.234; number 12, H, carries 0.226; number 13, H, carries 0.184; number 14, H, carries 0.224; number 15, O, carries -0.624; number 16, C, carries -0.223; number 17, C, carries -0.331; number 18, O, carries -0.500; number 19, H, carries 0.159; number 20, H, carries 0.246; number 21, H, carries 0.292; number 22, H, carries 0.205; number 23, C, carries -1.254; number 24, C, carries -0.056; number 25, O, carries -0.243; number 26, C, carries 0.429; number 27, O, carries -0.533; number 28, C, carries 0.765; number 29, F, carries -0.240; number 30, F, carries -0.220; number 31, F, carries -0.234; number 32, H, carries 0.318; number 33, H, carries 0.372; number 34, H, carries 0.336; number 35, H, carries 0.300; number 36, H, carries 0.257; number 37, C, carries -1.031; number 38, C, carries -0.290; number 39, O, carries -0.286; number 40, C, carries 0.413; number 41, O, carries -0.528; number 42, C, carries 0.837; number 43, F, carries -0.229; number 44, F, carries -0.228; number 45, F, carries -0.251; number 46, H, carries 0.296; number 47, H, carries 0.265; number 48, H, carries 0.373; number 49, H, carries 0.289; number 50, H, carries 0.367; number 51, C, carries -1.050; number 52, C, carries -0.293; number 53, O, carries -0.271; number 54, C, carries 0.463; number 55, O, carries -0.521; number 56, C, carries 0.781; number 57, F, carries -0.246; number 58, F, carries -0.212; number 59, F, carries -0.233; number 60, H, carries 0.279; number 61, H, carries 0.288; number 62, H, carries 0.352; number 63, H, carries 0.254; number 64, H, carries 0.405; number 65, C, carries -1.090; number 66, C, carries -0.256; number 67, O, carries -0.216; number 68, C, carries 0.409; number 69, O, carries -0.551; number 70, C, carries 0.805; number 71, F, carries -0.229; number 72, F, carries -0.233; number 73, F, carries -0.223; number 74, H, carries 0.296; number 75, H, carries 0.362; number 76, H, carries 0.311; number 77, H, carries 0.311; number 78, H, carries 0.305


It is found that the total energy values, taken in the order of the records, are -4367.52767, -2953.74852 a.u..
It is found that the frontier orbital gap values, taken in the order of the records, are 3.60, 2.73 eV.
It is found that the HOMO energy values, taken in the order of the records, are -0.4014, -0.1405 Ha.